Formula: C6H12O
Source: OMol25
Level of theory: the ωB97M-V functional and the def2-TZVPD basis

Orbital gap = 10.211 eV
ΔE to the lowest compared entry with this formula, charge and spin = 3.878 eV

Positions of all 19 atoms, in Å:
1 C -1.260 -0.453 -0.900
2 C -0.714 0.291 -2.101
3 O 0.999 1.360 -0.695
4 C 0.630 1.374 0.454
5 C -0.759 -0.024 1.203
6 C 0.753 0.240 1.417
7 C 1.584 -0.936 0.945
8 H -2.353 -0.361 -0.914
9 H -0.998 -1.518 -1.054
10 H -1.341 -0.260 -2.822
11 H -0.959 1.356 -2.160
12 H 0.333 0.120 -2.371
13 H 0.053 2.227 0.873
14 H -1.072 -1.015 1.464
15 H -1.316 0.718 1.820
16 H 1.101 0.610 2.409
17 H 2.576 -0.642 0.590
18 H 1.695 -1.692 1.732
19 H 1.050 -1.394 0.111

Cartesian forces (eV/Å) of the 3 atoms listed first:
C 0.404 0.426 1.854
C -0.624 -0.432 -0.286
O 0.717 0.634 0.642

Here are the Löwdin charges for atoms 1 to 2, given in e: number 1, C, carries -0.0648; number 2, C, carries -0.1786

Formula: C66H86N13O3P2
Source: OMol25
Level of theory: the ωB97M-V functional and the def2-TZVPD basis

Orbital gap = 5.298 eV
Net charge = -1

Positions of all 170 atoms, in Å:
1 C 3.006 -4.754 4.015
2 C 1.796 -4.810 3.136
3 N 1.705 -5.825 2.358
4 C 0.770 -3.720 3.197
5 P 1.331 -1.997 2.458
6 C 1.393 -1.156 4.240
7 C 2.190 -1.870 5.242
8 O 1.724 -2.421 6.248
9 C 1.383 -2.751 0.659
10 C 2.757 -3.250 0.189
11 C 3.618 -2.238 -0.595
12 C 5.042 -2.068 -0.033
13 C 6.138 -2.529 -0.974
14 N 6.280 -4.004 -1.003
15 C -0.479 -1.389 2.188
16 C -1.569 -1.882 3.141
17 C -2.714 -0.853 3.293
18 C -3.276 -0.783 4.704
19 O -3.122 0.564 5.233
20 C -2.670 0.580 6.517
21 C -1.189 0.759 6.685
22 O -3.425 0.475 7.483
23 P 2.080 0.052 1.649
24 N 3.666 0.216 1.919
25 H 3.632 -5.612 3.809
26 H 2.751 -4.727 5.070
27 H 3.590 -3.865 3.796
28 H 0.854 -5.762 1.801
29 H 0.405 -3.624 4.218
30 H -0.067 -4.105 2.621
31 H 2.711 -2.373 2.633
32 H 1.886 -0.193 4.104
33 H 0.419 -0.955 4.681
34 H 3.275 -1.905 5.053
35 H 1.029 -2.032 -0.081
36 H 0.697 -3.594 0.581
37 H 2.573 -4.096 -0.472
38 H 3.342 -3.658 1.007
39 H 3.139 -1.274 -0.714
40 H 3.748 -2.630 -1.602
41 H 5.160 -2.601 0.906
42 H 5.208 -1.023 0.203
43 H 5.986 -2.158 -1.984
44 H 7.076 -2.092 -0.623
45 H 7.261 -4.238 -0.981
46 H 5.898 -4.375 -0.143
47 H -0.460 -0.304 2.280
48 H -0.820 -1.583 1.177
49 H -1.197 -2.104 4.135
50 H -2.023 -2.787 2.751
51 H -2.376 0.147 3.043
52 H -3.520 -1.086 2.604
53 H -2.756 -1.467 5.370
54 H -4.330 -1.036 4.760
55 H -0.666 0.881 5.744
56 H -0.997 1.628 7.303
57 H -0.768 -0.098 7.197
58 H 1.715 0.246 0.286
59 H 1.382 1.091 2.309
60 H 3.798 1.036 2.500
61 N 0.811 3.350 3.532
62 C 0.156 4.206 2.753
63 C -0.590 5.270 3.240
64 C -0.662 5.449 4.612
65 C 0.013 4.564 5.436
66 C 0.735 3.537 4.846
67 H 0.233 4.024 1.687
68 H -1.102 5.936 2.558
69 H -1.236 6.265 5.034
70 H -0.019 4.667 6.511
71 H 1.278 2.821 5.454
72 N -0.056 7.329 8.453
73 C -0.692 6.297 9.000
74 C -1.896 6.406 9.679
75 C -2.470 7.660 9.800
76 C -1.820 8.747 9.239
77 C -0.621 8.527 8.577
78 H -0.208 5.333 8.884
79 H -2.369 5.529 10.099
80 H -3.409 7.789 10.323
81 H -2.232 9.744 9.309
82 H -0.082 9.350 8.120
83 N 1.859 -0.349 -3.155
84 C 2.451 0.243 -4.189
85 C 2.250 -0.132 -5.510
86 C 1.385 -1.184 -5.768
87 C 0.762 -1.815 -4.705
88 C 1.035 -1.357 -3.423
89 H 3.124 1.057 -3.939
90 H 2.760 0.380 -6.312
91 H 1.200 -1.510 -6.785
92 H 0.083 -2.639 -4.872
93 H 0.572 -1.820 -2.556
94 N -3.101 -0.156 -0.515
95 C -2.389 -0.946 -1.314
96 C -2.952 -1.778 -2.273
97 C -4.330 -1.789 -2.407
98 C -5.086 -0.974 -1.580
99 C -4.424 -0.180 -0.655
100 H -1.314 -0.912 -1.173
101 H -2.321 -2.399 -2.894
102 H -4.808 -2.425 -3.141
103 H -6.165 -0.953 -1.646
104 H -4.978 0.471 0.013
105 N 3.954 -5.266 9.392
106 C 3.288 -4.444 8.580
107 C 2.548 -3.356 9.019
108 C 2.498 -3.111 10.382
109 C 3.184 -3.955 11.243
110 C 3.894 -5.012 10.697
111 H 3.351 -4.671 7.522
112 H 2.033 -2.727 8.306
113 H 1.931 -2.273 10.768
114 H 3.170 -3.799 12.314
115 H 4.447 -5.695 11.335
116 N 4.511 -0.323 -8.055
117 C 4.561 -0.601 -9.355
118 C 5.619 -0.243 -10.177
119 C 6.684 0.443 -9.617
120 C 6.647 0.740 -8.265
121 C 5.542 0.335 -7.531
122 H 3.707 -1.138 -9.753
123 H 5.606 -0.498 -11.228
124 H 7.529 0.741 -10.224
125 H 7.457 1.272 -7.785
126 H 5.475 0.542 -6.468
127 N -2.076 8.251 0.196
128 C -2.993 8.102 -0.756
129 C -4.349 8.316 -0.557
130 C -4.778 8.704 0.701
131 C -3.836 8.861 1.704
132 C -2.504 8.624 1.399
133 H -2.617 7.792 -1.725
134 H -5.052 8.178 -1.367
135 H -5.830 8.875 0.894
136 H -4.126 9.157 2.703
137 H -1.734 8.735 2.156
138 N -0.980 -3.682 -6.724
139 C -0.273 -4.482 -7.521
140 C -0.839 -5.305 -8.483
141 C -2.217 -5.298 -8.622
142 C -2.968 -4.473 -7.800
143 C -2.302 -3.687 -6.873
144 H 0.802 -4.458 -7.375
145 H -0.210 -5.930 -9.102
146 H -2.699 -5.927 -9.360
147 H -4.046 -4.437 -7.875
148 H -2.851 -3.024 -6.212
149 N -8.361 8.526 -1.326
150 C -7.838 9.235 -2.324
151 C -8.020 8.930 -3.664
152 C -8.791 7.826 -3.987
153 C -9.343 7.076 -2.961
154 C -9.099 7.468 -1.653
155 H -7.238 10.088 -2.025
156 H -7.568 9.543 -4.431
157 H -8.956 7.552 -5.021
158 H -9.948 6.204 -3.168
159 H -9.512 6.908 -0.822
160 N 1.373 -7.044 -10.753
161 C 1.969 -6.459 -11.790
162 C 1.769 -6.843 -13.107
163 C 0.905 -7.894 -13.362
164 C 0.278 -8.516 -12.295
165 C 0.545 -8.053 -11.016
166 H 2.639 -5.643 -11.546
167 H 2.279 -6.329 -13.910
168 H 0.722 -8.225 -14.377
169 H -0.403 -9.342 -12.448
170 H 0.074 -8.510 -10.152

Cartesian forces (eV/Å) of the 3 atoms listed first:
C 0.202 0.007 -0.079
C -0.211 -0.307 -0.232
N 0.187 0.104 0.104

Here are the Löwdin charges for atoms 1 to 2, given in e: number 1, C, carries -0.0613; number 2, C, carries -0.4851

> The lowest orbital gap belongs to which entry?

C66H86N13O3P2

> Among the records above, which one has the lowest orbital gap?

C66H86N13O3P2

> Among the records above, which one has the lowest orbital gap?

C66H86N13O3P2

> Which formula does entry 1 have?

C6H12O